[1]
Below is a molecular structure, C25H36BCuN6, with properties calculated with ωB97M-V/def2-TZVPD.

```
69
Properties=species:S:1:pos:R:3:forces:R:3
Cu 0.116 -0.047 0.042 0.134 -0.078 -0.056
C -2.699 0.008 -1.838 -0.010 0.001 -0.003
C -2.720 0.320 -0.370 0.016 -0.054 -0.067
C -3.425 1.420 0.113 0.006 -0.024 0.057
C -3.506 1.669 1.472 0.019 -0.021 0.009
C -2.861 0.847 2.396 -0.018 0.019 -0.020
C -2.155 -0.248 1.942 -0.006 0.031 -0.025
C -2.082 -0.514 0.562 -0.105 0.018 0.135
H -3.719 -0.095 -2.212 0.001 -0.001 -0.009
H -2.161 -0.916 -2.049 -0.002 0.003 -0.002
H -2.225 0.819 -2.395 0.004 0.004 -0.001
H -3.944 2.062 -0.588 -0.003 0.008 0.000
H -4.083 2.516 1.822 0.005 0.001 0.016
H -2.935 1.052 3.455 -0.003 0.004 -0.002
H -1.695 -0.931 2.645 -0.001 0.001 0.004
H -1.754 -1.492 0.238 0.037 0.038 -0.052
C -1.679 4.555 -0.045 -0.034 -0.026 -0.015
C -0.342 3.826 0.076 0.052 -0.029 -0.003
C -0.196 3.063 1.383 0.013 -0.017 0.079
C -0.048 2.965 -1.121 -0.010 0.054 -0.050
C 0.197 3.431 -2.422 -0.028 -0.025 -0.010
C 0.622 2.331 -3.126 0.018 -0.020 -0.005
N 0.610 1.263 -2.311 -0.021 0.004 0.049
N 0.171 1.652 -1.077 0.044 0.003 0.033
B 1.484 -0.010 -2.463 -0.052 -0.007 -0.074
N 2.509 0.009 -1.303 0.115 0.012 0.044
C 3.848 0.039 -1.290 -0.008 -0.006 0.008
C 4.278 0.023 0.022 -0.023 -0.004 0.018
C 3.109 -0.018 0.795 -0.001 -0.001 0.030
N 2.065 -0.024 -0.028 -0.151 0.012 -0.035
C 2.948 -0.063 2.288 0.008 0.013 -0.017
C 3.800 -1.185 2.884 0.014 -0.008 -0.003
C 1.488 -0.222 2.701 -0.023 -0.026 -0.003
N 0.672 -1.321 -2.323 0.059 -0.030 -0.031
C 0.567 -2.307 -3.224 -0.072 0.031 -0.009
C 0.029 -3.412 -2.604 0.054 -0.013 0.034
C -0.152 -3.035 -1.267 -0.071 0.002 -0.041
N 0.221 -1.760 -1.116 0.019 0.039 0.057
C -0.612 -3.948 -0.161 0.029 0.012 -0.011
C -2.124 -4.193 -0.194 -0.017 0.016 0.015
C -0.120 -3.525 1.219 0.035 -0.022 0.027
H -1.812 5.245 0.788 0.015 0.004 0.007
H -2.508 3.849 -0.037 -0.009 0.017 -0.003
H -1.736 5.129 -0.970 0.008 0.000 -0.005
H 0.445 4.588 0.057 -0.032 0.023 0.013
H -0.877 2.212 1.433 -0.009 0.007 -0.025
H -0.427 3.710 2.230 0.002 0.005 -0.006
H 0.827 2.703 1.509 0.000 -0.002 -0.017
H 0.114 4.443 -2.777 -0.003 0.008 0.004
H 0.964 2.233 -4.142 0.006 0.005 -0.004
H 2.032 0.007 -3.524 0.001 -0.002 -0.007
H 4.402 0.065 -2.213 0.007 0.002 -0.001
H 5.294 0.037 0.374 0.004 0.002 -0.001
H 3.314 0.891 2.681 0.001 -0.005 0.006
H 3.461 -2.157 2.520 -0.002 -0.002 -0.003
H 3.728 -1.181 3.971 -0.001 0.002 0.003
H 4.850 -1.075 2.616 0.001 0.004 0.000
H 1.079 -1.162 2.314 0.010 -0.001 -0.003
H 0.867 0.615 2.367 0.009 0.013 0.006
H 1.402 -0.262 3.787 -0.001 0.014 0.002
H 0.903 -2.157 -4.236 0.000 -0.004 -0.008
H -0.165 -4.378 -3.036 0.007 -0.008 -0.002
H -0.133 -4.905 -0.387 -0.014 -0.003 0.001
H -2.690 -3.300 0.078 -0.012 -0.001 -0.009
H -2.393 -4.977 0.515 0.007 -0.005 0.003
H -2.451 -4.506 -1.185 0.004 -0.003 -0.005
H -0.589 -2.601 1.562 -0.013 0.002 -0.005
H 0.961 -3.380 1.224 -0.002 0.012 -0.007
H -0.362 -4.294 1.952 -0.010 0.003 -0.004
```
Forces are in eV/Å.

Results
* total energy: -80763.0315 eV
* HOMO level (alpha / beta): -11.839 / -11.835 eV
* largest force on an atom: 0.17 eV/Å
* net charge: +1
* lowest unoccupied orbital energy (alpha / beta): -2.43 / -4.96 eV
* ΔE to the lowest compared entry with this formula, charge and spin: 0.00 kJ/mol
* frontier orbital gap (alpha / beta): 9.41 / 6.88 eV
* multiplicity: 2

Atomic partial charges in e from the Mulliken method, atoms 1 to 8: -0.907 -1.537 0.895 -0.894 -0.285 -0.972 -0.426 0.941

***

[2]
Below is 13 unconnected molecules or ions with the total composition C25H36BrCl36FN4O3 at a distorted geometry, with properties calculated with ωB97M-V/def2-TZVPD.

```
106
Properties=species:S:1:pos:R:3:forces:R:3
C -0.334 -4.213 -1.069 0.631 -1.280 0.147
C -1.050 -3.268 -1.005 -0.208 1.784 0.518
C -1.786 -2.020 -0.702 -1.347 -1.196 -0.729
C -3.264 -2.397 -0.376 0.143 0.440 0.552
O -3.643 -1.887 0.884 -0.282 -0.183 -0.162
C -3.183 -2.678 1.967 0.207 0.105 0.609
C -3.868 -2.238 3.259 0.200 -0.008 -0.423
O -1.844 -1.138 -1.802 0.661 0.047 0.522
C -0.603 -0.590 -2.233 -0.823 1.140 -0.952
O 0.410 -0.647 -1.300 0.166 -0.286 0.438
C -0.877 0.906 -2.530 -0.524 -0.043 0.030
C -1.971 1.540 -1.679 0.071 0.223 0.606
C -1.762 1.441 -0.166 0.401 0.321 0.068
C -0.355 1.848 0.305 -0.714 0.202 0.713
N 0.000 1.024 1.487 0.955 -0.364 -0.725
C 1.341 1.194 1.894 -0.525 -0.260 -0.358
N 1.895 2.302 2.164 0.030 0.489 -0.105
N 2.052 0.002 2.009 -0.211 0.244 -0.305
C -0.175 -1.249 -3.596 0.191 -0.867 -0.204
Br -1.570 -2.394 -4.381 0.072 0.269 -0.001
N 1.029 -2.052 -3.478 -0.298 0.062 0.995
F 2.042 -1.383 -4.208 -1.195 0.145 0.029
H 0.230 -5.108 -0.992 0.128 -0.114 -0.271
H -1.402 -1.564 0.207 0.350 0.130 -0.086
H -3.939 -1.934 -1.092 0.158 0.015 -0.223
H -3.377 -3.483 -0.400 -0.100 -0.044 -0.003
H -2.102 -2.534 2.092 0.100 -0.192 -0.140
H -3.369 -3.738 1.782 0.016 0.057 -0.234
H -4.743 -1.640 3.008 -0.051 0.002 0.100
H -4.194 -3.089 3.853 -0.017 -0.115 -0.070
H -3.194 -1.661 3.886 -0.156 0.105 -0.324
H 0.796 -1.537 -1.280 0.000 -0.019 -0.278
H -1.163 1.041 -3.573 -0.043 -0.193 -0.078
H 0.048 1.462 -2.410 0.218 -0.142 -0.051
H -2.955 1.150 -1.930 0.013 -0.204 -0.031
H -2.016 2.608 -1.915 0.111 -0.218 0.006
H -2.465 2.126 0.303 0.116 -0.358 -0.007
H -1.993 0.461 0.247 -0.063 -0.147 -0.235
H 0.412 1.749 -0.460 0.030 0.055 -0.069
H -0.406 2.884 0.640 0.221 0.120 -0.161
H -0.062 0.066 1.154 -0.370 -0.087 0.275
H 1.245 3.075 2.079 -0.146 -0.027 0.053
H 1.887 -0.607 1.220 0.076 -0.142 0.084
H 3.037 0.180 2.138 0.050 -0.082 0.077
H 0.010 -0.501 -4.359 0.008 0.202 0.105
H 0.912 -2.969 -3.896 0.282 0.141 -0.459
C -1.982 -1.133 6.629 -0.024 0.035 -0.117
Cl -1.285 -0.361 5.207 -0.263 -0.033 0.048
Cl -3.660 -1.600 6.328 -0.055 0.068 0.555
Cl -1.020 -2.525 7.127 -0.012 0.013 0.001
H -1.977 -0.412 7.436 0.014 -0.015 0.019
C 2.142 1.862 5.073 0.177 -0.073 0.435
Cl 0.771 2.767 5.722 -0.100 0.050 0.012
Cl 3.631 2.310 5.906 0.045 0.027 0.106
Cl 1.855 0.124 5.193 0.318 0.107 0.151
H 2.247 2.121 4.026 0.061 0.004 -0.010
C 4.340 -2.309 -5.098 0.193 0.144 0.206
Cl 5.668 -2.891 -4.085 0.031 -0.022 -0.011
Cl 4.892 -1.022 -6.169 -0.042 -0.257 -0.044
Cl 3.631 -3.638 -6.021 -0.067 -0.009 0.022
H 3.562 -1.901 -4.446 1.088 -0.505 -0.502
C 5.267 1.835 -3.293 -0.102 0.031 -0.002
Cl 4.676 3.258 -2.439 0.021 0.007 0.036
Cl 4.057 0.547 -3.245 0.011 0.184 0.136
Cl 5.695 2.242 -4.956 0.010 -0.009 0.010
H 6.157 1.481 -2.790 0.002 -0.019 0.001
C -5.229 2.561 1.854 0.068 -0.296 -0.074
Cl -4.688 0.889 1.733 -0.052 0.011 0.048
Cl -4.221 3.587 0.830 -0.359 0.453 0.081
Cl -6.932 2.689 1.413 -0.008 0.086 0.012
H -5.116 2.892 2.878 -0.001 0.020 0.003
C -5.203 -6.206 2.599 -0.042 0.021 0.071
Cl -5.321 -5.543 0.966 -0.054 -0.050 -0.052
Cl -3.534 -6.159 3.175 -0.015 -0.053 0.031
Cl -6.279 -5.341 3.693 0.310 -0.316 -0.059
H -5.515 -7.241 2.562 0.018 -0.012 -0.017
C 5.735 3.686 2.362 -0.011 -0.076 0.015
Cl 4.985 2.100 2.486 0.312 -0.049 0.049
Cl 6.355 4.218 3.924 -0.028 -0.048 -0.167
Cl 7.018 3.663 1.146 0.029 0.070 -0.015
H 4.981 4.390 2.037 -0.019 -0.009 0.000
C -5.384 -1.206 -4.556 -0.061 0.064 -0.044
Cl -4.900 0.397 -4.000 0.054 -0.023 0.019
Cl -6.986 -1.618 -3.944 0.027 -0.030 0.021
Cl -5.346 -1.293 -6.319 0.042 -0.032 0.051
H -4.676 -1.926 -4.165 0.035 0.024 -0.003
C 7.974 0.409 -8.091 0.005 -0.068 -0.036
Cl 8.268 -1.328 -8.049 -0.002 0.014 0.026
Cl 9.041 1.198 -9.254 0.000 0.022 0.024
Cl 6.283 0.749 -8.465 0.041 0.135 -0.096
H 8.188 0.811 -7.110 -0.012 0.002 0.009
C -0.061 4.309 -4.713 -0.057 0.019 0.072
Cl -1.602 3.860 -3.960 0.184 0.276 -0.381
Cl 0.572 5.788 -3.994 -0.010 -0.004 -0.010
Cl 1.110 2.999 -4.578 0.071 0.000 -0.056
H -0.239 4.494 -5.764 -0.027 -0.006 -0.003
C 9.724 4.568 6.527 0.017 0.012 -0.101
Cl 8.193 5.419 6.311 0.052 0.068 0.150
Cl 10.021 3.468 5.182 -0.010 -0.014 0.021
Cl 11.055 5.712 6.706 -0.005 -0.007 0.029
H 9.658 3.982 7.434 -0.005 -0.001 0.008
C -8.295 -2.028 4.060 0.144 0.074 -0.069
Cl -6.864 -2.416 5.023 -0.203 0.005 0.217
Cl -8.006 -0.531 3.178 -0.097 0.039 -0.087
Cl -8.703 -3.350 2.965 -0.182 0.211 -0.015
H -9.131 -1.881 4.729 0.017 0.013 0.029
```
Forces are in eV/Å.

Results
* total energy: -562173.4532 eV
* HOMO level: -9.344 eV
* largest force on an atom: 1.94 eV/Å
* lowest unoccupied orbital energy: 0.11 eV
* ΔE to the lowest compared entry with this formula, charge and spin: 0.00 kJ/mol
* frontier orbital gap: 9.46 eV

Atomic partial charges in e from the Mulliken method, atoms 1 to 8: -0.276 -1.494 3.193 -1.101 -0.176 0.326 -0.202 -0.023